(1)
Computed, not measured: a single CH3NO2 molecule, with ωB97M-V/def2-TZVPD.

Calculated values
F_max ... 4.48 eV/Å
HOMO ... -11.063 eV
Multiplicity ... 1
Relative energy (zero: lowest compared OMol25 entry of this formula, charge and spin) ... 395.9 kJ/mol
SMILES ... C[N+](=O)[O-]

CARTESIAN COORDINATES (ANGSTROEM)
C  14.240  -24.584  19.779
N  13.299  -23.734  20.491
O  12.842  -22.763  19.908
O  13.122  -23.921  21.743
H  15.095  -23.908  19.781
H  13.836  -24.689  18.772
H  14.316  -25.567  20.243

(2)
Computed, not measured: 2 unconnected molecules or ions with the total composition CH3NO2P, with ωB97M-V/def2-TZVPD.

Calculated values
F_max ... 3.93 eV/Å
HOMO ... -3.152 eV
Multiplicity ... 1
Relative energy (zero: lowest compared OMol25 entry of this formula, charge and spin) ... 95.5 kJ/mol
Total charge ... -1

CARTESIAN COORDINATES (ANGSTROEM)
C  -1.814  0.215  -0.383
N  -1.426  0.146  0.772
O  -2.472  0.262  -1.330
O  0.437  -0.305  -1.013
P  1.233  0.050  0.234
H  -0.514  0.122  1.144
H  2.488  0.594  -0.110
H  2.068  -1.084  0.687

(3)
Computed, not measured: a single CH3NO2S molecule, with ωB97M-V/def2-TZVPD.

Calculated values
F_max ... 4.06 eV/Å
HOMO ... -8.895 eV
Multiplicity ... 1
Relative energy (zero: lowest compared OMol25 entry of this formula, charge and spin) ... 354.0 kJ/mol
SMILES ... CS(=O)#[N+][O-]

CARTESIAN COORDINATES (ANGSTROEM)
C  0.989  0.115  0.141
S  -0.836  0.726  0.435
O  -1.043  1.781  -0.494
N  -1.601  -0.900  -0.306
O  -1.189  -1.928  0.106
H  0.802  -0.932  0.131
H  1.658  0.771  0.839
H  1.220  0.367  -0.853

(4)
Computed, not measured: 2 unconnected molecules or ions with the total composition CH3NO2S, with ωB97M-V/def2-TZVPD.

Calculated values
F_max ... 5.61 eV/Å
HOMO (alpha / beta) ... -8.973 / -8.974 eV
Multiplicity ... 1
Relative energy (zero: lowest compared OMol25 entry of this formula, charge and spin) ... 246.9 kJ/mol

CARTESIAN COORDINATES (ANGSTROEM)
C  -0.702  0.723  -0.374
N  -1.084  -0.359  0.118
O  2.317  0.871  0.643
O  1.254  -1.330  0.115
S  1.842  0.029  -0.370
H  -1.306  1.597  -0.507
H  -2.028  -0.591  0.422
H  -0.293  -0.941  -0.046

(5)
Computed, not measured: a single CH3NO2S molecule, with ωB97M-V/def2-TZVPD.

Calculated values
F_max ... 2.09 eV/Å
HOMO ... -9.605 eV
Multiplicity ... 1
Relative energy (zero: lowest compared OMol25 entry of this formula, charge and spin) ... 298.5 kJ/mol

CARTESIAN COORDINATES (ANGSTROEM)
C  -0.484  1.265  0.128
N  0.286  -0.841  -0.080
O  0.439  -3.264  -0.143
O  0.691  0.474  -0.067
S  1.278  -2.067  -0.242
H  -0.163  2.304  -0.221
H  -0.803  1.079  1.207
H  -1.244  1.050  -0.582

(6)
Computed, not measured: 2 unconnected molecules or ions with the total composition CH3NO2S2, with ωB97M-V/def2-TZVPD.

Calculated values
F_max ... 5.57 eV/Å
HOMO (alpha / beta) ... -9.708 / -9.660 eV
Multiplicity ... 1
Relative energy (zero: lowest compared OMol25 entry of this formula, charge and spin) ... 78.4 kJ/mol

CARTESIAN COORDINATES (ANGSTROEM)
C  -0.504  0.850  0.376
N  -0.859  0.856  -0.894
O  0.393  1.484  0.962
O  0.406  -2.493  0.957
S  2.236  -1.233  -0.844
S  1.569  -1.667  1.122
H  -1.302  0.456  1.050
H  -0.317  1.449  -1.489
H  -1.622  0.298  -1.241